Record 1
{
  "formula": "C16H28F8N2O16PS2",
  "method": "the ωB97M-V functional and the def2-TZVPD basis",
  "homo_energy_ev": [-9.30, -9.30],
  "molar_mass_g_mol": 751.490,
  "multiplicity": 2,
  "s2": 0.7552,
  "homo_lumo_gap_ev": [6.95, 2.16],
  "e_tot_ev": -105483.877,
  "total_charge": 0,
  "max_force_ev_per_a": 8.50,
  "elements": ["P", "F", "F", "F", "F", "F", "F", "C", "C", "O", "N", "C", "H", "H", "H", "H", "H", "H", "H", "C", "C", "O", "N", "C", "H", "H", "H", "H", "H", "H", "H", "C", "C", "O", "C", "O", "O", "F", "H", "H", "H", "C", "C", "O", "C", "O", "O", "F", "H", "H", "H", "C", "C", "O", "S", "O", "O", "O", "H", "H", "H", "H", "C", "C", "O", "S", "O", "O", "O", "H", "H", "H", "H"],
  "coordinates": [[-0.50187, 0.16208, 0.18685], [-0.48055, 1.31781, -1.01382], [0.07407, 1.35597, 1.21655], [-1.98583, 0.70049, 0.66597], [-0.42678, -1.06976, 1.23891], [-1.02149, -0.91841, -0.93158], [1.00555, -0.02946, -0.35800], [4.55610, -5.13978, -3.00849], [3.74428, -3.89130, -3.28327], [4.18583, -3.13551, -4.18181], [2.70886, -3.66172, -2.44662], [1.85426, -2.50430, -2.42271], [3.85393, -5.97347, -3.01292], [5.20644, -5.08845, -2.13527], [5.15611, -5.27233, -3.90878], [2.51237, -4.28483, -1.67640], [1.07743, -2.41315, -3.18187], [2.42815, -1.58103, -2.34316], [1.24652, -2.42571, -1.52128], [2.36143, 2.91417, 2.17726], [3.23025, 4.09277, 2.47149], [4.18435, 4.39882, 1.79108], [2.71290, 4.79623, 3.47590], [3.26730, 6.11854, 3.88519], [1.28859, 3.01209, 2.34321], [2.73755, 2.19829, 2.90812], [2.46022, 2.64897, 1.12464], [1.96773, 4.45491, 4.06608], [4.20771, 6.09869, 4.43595], [2.53619, 6.70328, 4.44346], [3.32417, 6.79809, 3.03485], [-2.83035, 3.61341, 0.81905], [-3.67969, 2.85454, -0.14044], [-4.60286, 3.81281, -0.60834], [-4.70398, 4.81328, 0.29484], [-5.61832, 5.61419, 0.16775], [-3.69787, 4.74863, 1.06545], [-4.30491, 1.80237, 0.44479], [-1.85610, 3.77627, 0.35817], [-2.64013, 3.09421, 1.75838], [-3.08787, 2.38163, -0.92417], [-4.37742, -2.86200, -0.17375], [-4.24458, -2.25180, 1.27547], [-2.95096, -2.63190, 1.57539], [-2.67590, -3.74042, 1.03869], [-1.62755, -4.45281, 1.20347], [-3.46326, -3.96310, 0.04897], [-5.12627, -2.90998, 2.04323], [-4.02181, -2.12184, -0.89054], [-5.38119, -3.07139, -0.54348], [-4.51590, -1.19759, 1.21944], [-1.36105, 0.47451, -4.13351], [-2.03787, -0.81085, -3.79746], [-2.71946, -1.30043, -4.96896], [-1.84925, -0.87108, -6.32281], [-2.74674, -0.31666, -7.31061], [-1.04540, -2.02706, -6.69259], [-0.98005, 0.34371, -5.50655], [-0.51534, 0.62510, -3.46254], [-1.99060, 1.36417, -4.11687], [-2.64773, -0.61580, -2.91535], [-1.20652, -1.47437, -3.55931], [2.31144, -2.03855, 2.66048], [2.34563, -0.51092, 2.66386], [3.04327, -0.26057, 3.87232], [2.22894, -1.05587, 5.08698], [1.02615, -0.37569, 5.38523], [3.11101, -1.34399, 6.18212], [1.91747, -2.30560, 4.00985], [3.32184, -2.40987, 2.48930], [1.57819, -2.42708, 1.95372], [1.29292, -0.23062, 2.62711], [2.85831, -0.12295, 1.78366]],
  "mulliken_charge": [1.58, -0.41, -0.35, -0.43, -0.39, -0.41, -0.44, -1.04, 0.82, -0.17, -0.02, -1.04, 0.37, 0.33, 0.37, 0.34, 0.40, 0.38, 0.21, -0.52, 0.44, -0.65, -0.17, -0.93, 0.22, 0.06, 0.28, 0.26, 0.28, 0.38, 0.30, -0.22, 0.89, -0.40, 0.60, -0.58, -0.35, -0.28, 0.25, 0.21, -0.13, -0.08, 0.29, -0.21, 0.76, -0.68, -0.35, -0.30, -0.08, 0.35, 0.33, -0.05, 0.23, -0.39, 1.06, -0.51, -0.54, -0.40, 0.14, 0.28, 0.20, -0.05, -0.10, -0.33, -0.45, 1.10, -0.51, -0.54, -0.37, 0.27, 0.22, 0.20, 0.50]
}

---

Record 2
{
  "formula": "H6N4",
  "method": "the ωB97M-V functional and the def2-TZVPD basis",
  "homo_energy_ev": -8.10,
  "molar_mass_g_mol": 62.076,
  "multiplicity": 1,
  "de_lowest_kj_mol": 361.9,
  "homo_lumo_gap_ev": 8.85,
  "e_tot_ev": -6051.807,
  "total_charge": 0,
  "max_force_ev_per_a": 3.15,
  "elements": ["N", "N", "N", "N", "H", "H", "H", "H", "H", "H"],
  "coordinates": [[1.76810, 0.13831, -0.00768], [-1.69615, 0.38223, 0.05148], [0.54162, 0.63859, 0.22329], [-0.46007, 0.13926, -0.48001], [2.07842, 0.23962, -0.95514], [1.42656, -1.01392, -0.04503], [-2.60309, 0.16812, -0.46478], [-1.68402, -0.02892, 1.02517], [0.47075, 0.79228, 1.17670], [0.15788, -1.45557, -0.52399]],
  "mulliken_charge": [-0.64, -0.48, 0.11, -0.16, 0.29, 0.05, 0.27, 0.22, 0.25, 0.08]
}

---

Record 3
{
  "formula": "C24H68N4O8",
  "method": "the ωB97M-V functional and the def2-TZVPD basis",
  "homo_energy_ev": -9.30,
  "smiles": "COC[C@H](C)N.COC[C@H](C)N.COC[C@H](C)N.COC[C@H](C)N.CCO.CCO.CCO.CCO",
  "molar_mass_g_mol": 540.828,
  "multiplicity": 1,
  "de_lowest_kj_mol": 361.4,
  "homo_lumo_gap_ev": 9.52,
  "e_tot_ev": -48325.383,
  "total_charge": 0,
  "max_force_ev_per_a": 2.54,
  "elements": ["C", "C", "C", "O", "C", "N", "H", "H", "H", "H", "H", "H", "H", "H", "H", "H", "H", "C", "C", "C", "O", "C", "N", "H", "H", "H", "H", "H", "H", "H", "H", "H", "H", "H", "C", "C", "C", "O", "C", "N", "H", "H", "H", "H", "H", "H", "H", "H", "H", "H", "H", "C", "C", "C", "O", "C", "N", "H", "H", "H", "H", "H", "H", "H", "H", "H", "H", "H", "C", "C", "O", "H", "H", "H", "H", "H", "H", "C", "C", "O", "H", "H", "H", "H", "H", "H", "C", "C", "O", "H", "H", "H", "H", "H", "H", "C", "C", "O", "H", "H", "H", "H", "H", "H"],
  "coordinates": [[3.45841, 6.88519, 3.39244], [4.61979, 6.09202, 2.81266], [4.27224, 4.61761, 2.66478], [5.33578, 3.79293, 2.19767], [4.96237, 2.42304, 2.03205], [4.96347, 6.67544, 1.51991], [3.67846, 7.94285, 3.53745], [3.30485, 6.45188, 4.38076], [2.52184, 6.78442, 2.84402], [5.45602, 6.24193, 3.49555], [3.57470, 4.53042, 1.83176], [3.79556, 4.18150, 3.54266], [4.01717, 2.25482, 1.51591], [4.99022, 1.90911, 2.99289], [5.74996, 2.00307, 1.40642], [5.19068, 7.63551, 1.73606], [5.82810, 6.24806, 1.22011], [-3.99797, -2.12218, -5.63530], [-2.52478, -2.25255, -5.19913], [-1.82589, -3.49112, -5.83171], [-2.31876, -4.69313, -5.26644], [-1.80268, -5.82444, -5.93969], [-1.79118, -1.08841, -5.74542], [-4.48093, -3.09831, -5.59029], [-4.18704, -1.83722, -6.67026], [-4.59798, -1.45954, -5.01159], [-2.37007, -2.27514, -4.12040], [-0.75577, -3.32279, -5.71082], [-1.84409, -3.49718, -6.92154], [-2.25849, -6.70213, -5.48142], [-0.72740, -5.82504, -6.11820], [-2.23186, -5.85981, -6.94101], [-2.38449, -0.29543, -5.54722], [-1.59888, -1.17731, -6.73295], [-5.02814, 3.54265, 0.48675], [-3.71296, 4.41334, 0.44273], [-2.96042, 4.20437, 1.78914], [-3.63893, 4.69871, 2.89384], [-2.77965, 4.57986, 4.00873], [-2.87569, 4.14301, -0.69221], [-4.76711, 2.49548, 0.33378], [-5.82576, 3.77633, -0.21844], [-5.48743, 3.64985, 1.46943], [-4.06761, 5.44210, 0.37980], [-2.01411, 4.73436, 1.68099], [-2.48972, 3.23406, 1.94736], [-1.93717, 5.26486, 3.91332], [-2.44198, 3.54821, 4.10761], [-3.32707, 4.79057, 4.92744], [-1.99005, 4.62338, -0.62153], [-2.66340, 3.15779, -0.62616], [6.45989, -4.57024, 0.47169], [5.05163, -4.65675, 0.97649], [4.14104, -5.45423, 0.11064], [4.21367, -4.97910, -1.23235], [3.69267, -5.86248, -2.19653], [5.13816, -5.23464, 2.32518], [6.91068, -5.55638, 0.36035], [7.05398, -3.93909, 1.13260], [6.49072, -4.13055, -0.52522], [4.57487, -3.69256, 1.15291], [3.13734, -5.31155, 0.51104], [4.39667, -6.50922, 0.20930], [2.64551, -6.06054, -1.96780], [4.35225, -6.72922, -2.23921], [3.66849, -5.30733, -3.13424], [5.74906, -6.03026, 2.44299], [4.25342, -5.68098, 2.52038], [1.78924, 5.06954, -3.97048], [2.11508, 4.94775, -2.41678], [1.85589, 6.18178, -1.68587], [1.99137, 6.04719, -4.40802], [0.70711, 4.94078, -3.99328], [2.15957, 4.20188, -4.51649], [3.18096, 4.74152, -2.31946], [1.39278, 4.25230, -1.98932], [2.60589, 6.35134, -1.11111], [-7.89508, -2.85675, -0.99085], [-6.71701, -2.84688, -0.00337], [-6.54840, -4.19103, 0.49062], [-8.78848, -3.24406, -0.50102], [-7.68157, -3.48542, -1.85530], [-8.09309, -1.90166, -1.47737], [-6.78093, -2.10049, 0.78841], [-5.75830, -2.74287, -0.51146], [-6.37088, -4.64835, -0.33457], [-1.66969, -1.76618, 6.70221], [-0.61333, -2.89262, 6.80275], [0.02871, -2.94372, 8.10146], [-1.11849, -0.82639, 6.66938], [-2.37283, -1.64130, 7.52568], [-2.18742, -1.85989, 5.74761], [0.10582, -2.80409, 5.98845], [-1.10063, -3.86322, 6.71018], [0.57582, -3.72920, 8.17422], [-0.75621, -1.11296, 0.50444], [0.15409, -1.11940, -0.72192], [-0.21650, 0.02782, -1.43666], [-1.81838, -0.94820, 0.32347], [-0.43509, -0.33815, 1.20060], [-0.74912, -2.07538, 1.01611], [0.04365, -1.95478, -1.41333], [1.21651, -1.22105, -0.50046], [-0.19557, -0.08935, -2.38926]],
  "mulliken_charge": [-1.41, 0.62, -0.67, -0.35, -0.73, -0.69, 0.40, 0.37, 0.29, 0.25, 0.24, 0.35, 0.31, 0.29, 0.26, 0.23, 0.24, -1.34, 0.54, -0.90, -0.30, -0.80, -0.67, 0.35, 0.32, 0.37, 0.19, 0.45, 0.35, 0.28, 0.31, 0.33, 0.26, 0.24, -1.23, 0.28, -0.64, -0.33, -0.74, -0.67, 0.28, 0.32, 0.32, 0.28, 0.37, 0.38, 0.28, 0.31, 0.27, 0.26, 0.25, -1.40, 0.64, -0.77, -0.32, -0.75, -0.71, 0.35, 0.39, 0.34, 0.19, 0.35, 0.34, 0.30, 0.31, 0.24, 0.27, 0.23, -1.01, -0.07, -0.55, 0.31, 0.26, 0.31, 0.32, 0.12, 0.29, -0.98, -0.23, -0.52, 0.28, 0.31, 0.32, 0.31, 0.23, 0.31, -1.00, -0.18, -0.53, 0.26, 0.32, 0.32, 0.25, 0.26, 0.30, -1.02, -0.11, -0.50, 0.27, 0.25, 0.35, 0.24, 0.23, 0.29]
}